# 1
{
  "formula": "C4H8IN2",
  "method": "ωB97M-V/def2-TZVPD",
  "symbols": ["C", "C", "C", "C", "N", "N", "I", "H", "H", "H", "H", "H", "H", "H", "H"],
  "xyz": [[0.5973, -2.0392, 0.2857], [1.0495, -0.5717, 0.2827], [-1.1979, -0.3415, -0.6769], [0.0395, 1.7409, -0.0492], [-0.4944, -2.3704, -0.1983], [-0.1461, 0.2555, 0.0884], [-3.0784, 0.3849, 0.0221], [1.3668, -2.7969, 0.4808], [1.5389, -0.0456, 1.0924], [1.7640, -0.5767, -0.5494], [-1.2263, -0.2604, -1.7065], [0.6945, 2.2026, 0.7945], [0.5314, 2.0537, -0.9510], [-0.9478, 2.1093, 0.0732], [-0.4909, 0.2554, 1.0116]],
  "lumo_energy_ha": [-0.183, -0.183],
  "orbital_gap_ev": [8.56, 8.56],
  "total_energy_ha": -564.01338,
  "molar_mass_g_mol": 211.03,
  "total_charge": 1,
  "e_homo_ev": [-13.531, -13.530]
}

***

# 2
{
  "formula": "C4H8IN2",
  "method": "ωB97M-V/def2-TZVPD",
  "symbols": ["C", "C", "C", "N", "N", "C", "I", "H", "H", "H", "H", "H", "H", "H", "H"],
  "xyz": [[1.5947, -0.3945, 2.1531], [0.6736, 0.1141, 1.2921], [-0.2792, 0.4262, 0.3826], [-1.6494, 0.7963, 0.7997], [-0.0653, 0.5908, -1.0919], [-0.1764, -0.6047, -1.9899], [1.1111, -2.2446, -1.4738], [1.5839, -1.4346, 2.3815], [2.2942, 0.2345, 2.7168], [-2.1556, -0.0104, 1.1998], [-1.7553, 1.6580, 1.3420], [0.7817, 1.1166, -1.1828], [-0.7737, 1.1381, -1.5155], [-1.2203, -0.9849, -1.9720], [0.0362, -0.4009, -3.0415]],
  "smiles": "C=C=C(N)[NH2+]CI",
  "lumo_energy_ha": -0.135,
  "orbital_gap_ev": 9.94,
  "total_energy_ha": -564.06947,
  "molar_mass_g_mol": 211.03,
  "total_charge": 1,
  "e_homo_ev": -13.605
}

***

# 3
{
  "formula": "C4H8IN2",
  "method": "ωB97M-V/def2-TZVPD",
  "symbols": ["C", "C", "C", "C", "N", "N", "I", "H", "H", "H", "H", "H", "H", "H", "H"],
  "xyz": [[-1.1753, 1.4763, 0.4863], [-0.4050, 0.1643, -1.1192], [-0.1416, -0.4806, 0.1707], [0.3908, -1.7400, 0.5142], [-0.7332, 0.3952, 1.0826], [-1.0640, 1.3452, -0.8009], [3.1589, 0.3103, -0.2269], [-1.7351, 2.3769, 0.9270], [1.9978, 0.4202, -1.1455], [-0.2024, -0.0879, -2.1670], [-0.1966, -2.5357, 0.0650], [0.2955, -1.8935, 1.6486], [1.4689, -1.9781, 0.1847], [-0.3932, 0.2741, 1.9650], [-1.2655, 1.9534, -1.5845]],
  "lumo_energy_ha": [-0.138, -0.252],
  "orbital_gap_ev": [5.97, 6.39],
  "total_energy_ha": -563.99413,
  "multiplicity": 3,
  "molar_mass_g_mol": 211.03,
  "total_charge": 1,
  "e_homo_ev": [-9.728, -13.239]
}

***

# 4
{
  "formula": "C4H8INS",
  "method": "ωB97M-V/def2-TZVPD",
  "symbols": ["C", "C", "C", "C", "N", "S", "I", "H", "H", "H", "H", "H", "H", "H", "H"],
  "xyz": [[1.1372, 0.8991, 0.5581], [-0.1082, 1.6213, 0.9962], [-0.3117, -0.3323, -0.7998], [-1.2181, -1.5730, -0.6532], [0.6965, -0.4367, 0.2006], [-1.1911, 1.2405, -0.4779], [2.3664, -1.4001, -0.4948], [1.6099, 1.5158, -0.1327], [1.8097, 0.8202, 1.4115], [-0.5908, 1.2219, 1.8476], [0.1074, 2.7446, 1.2366], [-0.1775, -0.2753, -1.8823], [-1.7567, -1.7882, 0.3328], [-0.5119, -2.4518, -0.6155], [-1.8611, -1.8061, -1.5273]],
  "lumo_energy_ha": -0.006,
  "orbital_gap_ev": 8.50,
  "total_energy_ha": -907.78659,
  "molar_mass_g_mol": 229.09,
  "e_homo_ev": -8.665
}

***

# 5
{
  "formula": "C4H8LiO3",
  "method": "ωB97M-V/def2-TZVPD",
  "symbols": ["O", "O", "C", "O", "C", "C", "C", "H", "H", "H", "H", "H", "H", "H", "H", "Li"],
  "xyz": [[0.3947, 0.1508, 0.2190], [2.3178, 1.3218, 0.2561], [1.2171, 1.1649, -0.2492], [-0.1030, 2.4711, 0.4133], [0.3344, 3.7865, 0.5219], [0.4663, -1.1471, -0.3825], [-0.3903, -2.0756, 0.4459], [1.2091, 3.9527, -0.1381], [-0.4516, 4.4861, 0.1886], [0.6748, 4.0715, 1.5343], [0.0796, -1.0729, -1.4098], [1.5301, -1.4213, -0.3839], [-1.3289, -1.5797, 0.7336], [-0.6308, -2.9768, -0.1342], [0.1342, -2.3624, 1.3668], [-1.1413, 1.1060, 0.9930]],
  "lumo_energy_ha": [-0.019, -0.023],
  "orbital_gap_ev": [6.66, 8.20],
  "total_energy_ha": -390.39410,
  "multiplicity": 2,
  "molar_mass_g_mol": 111.05,
  "e_homo_ev": [-7.177, -8.822]
}

***

# 6
{
  "formula": "C4H8MnO3",
  "method": "ωB97M-V/def2-TZVPD",
  "symbols": ["C", "C", "O", "H", "H", "H", "H", "H", "Mn", "O", "O", "C", "C", "H", "H", "H"],
  "xyz": [[3.2049, 0.3811, 1.0445], [1.8426, 0.4480, 1.6850], [0.9515, -0.3236, 0.8242], [3.8885, 1.0593, 1.5701], [3.6112, -0.6374, 1.0682], [3.1272, 0.7130, 0.0017], [1.4722, 1.4769, 1.7677], [1.8076, -0.0413, 2.6650], [0.3064, -0.7064, -1.1720], [-0.2645, 0.3370, 0.7124], [-1.5921, 0.2039, -0.7005], [-2.4778, 0.2958, 0.2359], [-1.9195, 0.6238, 1.5004], [-2.1205, -0.0850, 2.3093], [-3.4460, -0.2075, 0.1323], [-1.8675, 1.7022, 1.6906]],
  "lumo_energy_ha": [-0.394, -0.397],
  "orbital_gap_ev": [7.75, 7.64],
  "total_energy_ha": -1532.96770,
  "multiplicity": 6,
  "molar_mass_g_mol": 159.04,
  "total_charge": 2,
  "e_homo_ev": [-18.486, -18.449]
}

***

# 7
{
  "formula": "C4H8N",
  "method": "ωB97M-V/def2-TZVPD",
  "symbols": ["C", "C", "C", "C", "N", "H", "H", "H", "H", "H", "H", "H", "H"],
  "xyz": [[-0.3137, -1.4937, 1.5197], [-0.7261, -0.3639, 0.9556], [0.8204, 0.2105, -1.3283], [-0.1012, 1.2945, -0.9606], [0.1057, 0.5338, 0.3547], [-1.1497, -2.0873, 2.0178], [0.7676, -1.8588, 1.4892], [-1.7396, -0.2872, 0.8768], [0.4909, -0.6158, -1.8626], [1.9087, 0.4198, -1.4650], [0.2431, 2.2765, -1.0792], [-1.1365, 1.1284, -1.4811], [0.8303, 0.8431, 0.9628]],
  "lumo_energy_ha": [-0.140, -0.302],
  "orbital_gap_ev": [7.67, 8.64],
  "total_energy_ha": -211.46570,
  "multiplicity": 3,
  "molar_mass_g_mol": 70.11,
  "total_charge": 1,
  "e_homo_ev": [-11.470, -16.867]
}

***

# 8
{
  "formula": "C4H8N",
  "method": "ωB97M-V/def2-TZVPD",
  "symbols": ["C", "C", "C", "N", "C", "H", "H", "H", "H", "H", "H", "H", "H"],
  "xyz": [[1.6376, -0.7647, -1.7730], [0.6303, -0.7123, -0.6849], [0.2853, 0.2092, 0.2866], [-1.1270, 0.2100, 0.7393], [-1.4619, 1.0594, 1.6514], [2.0061, 0.2207, -1.9943], [2.4639, -1.2802, -1.2932], [1.2999, -1.2175, -2.7106], [-0.0748, -1.5524, -0.6968], [0.7203, 1.1376, 0.3619], [-1.8758, -0.3472, 0.2630], [-2.5982, 1.2397, 1.8379], [-0.6005, 1.5792, 2.1765]],
  "lumo_energy_ha": [-0.410, -0.525],
  "orbital_gap_ev": [10.64, 8.49],
  "total_energy_ha": -211.10744,
  "multiplicity": 2,
  "molar_mass_g_mol": 70.11,
  "total_charge": 2,
  "e_homo_ev": [-21.810, -22.781]
}